A cluster of 7 separate species, C46H65F24IO17S in total, computed with ωB97M-V/def2-TZVPD.

As for the HOMO energy: -9.64 eV. For the gap between HOMO and LUMO, the calculation gives 9.78 eV. The total energy comes out at -167717.1837 eV. The net charge is 0. For the strongest force on any atom, the calculation gives 2.74 eV Å⁻¹. The calculation puts the energy relative to the best compared isomer or geometry (same formula, charge and spin) at 0.000 eV.

Last column: Mulliken charge in e.
Geometry (Å):
C: 4.133 -3.408 1.574  -0.596
C: 3.189 -3.895 0.977  -0.711
C: 2.044 -4.530 0.322  -0.703
I: 1.326 -5.979 1.793  0.170
O: 2.350 -5.110 -0.886  0.023
C: 3.464 -6.026 -0.935  0.445
C: 2.924 -7.343 -1.589  -0.908
C: 2.745 -8.514 -0.585  -0.746
C: 1.307 -8.990 -0.508  -0.116
F: 0.984 -9.568 -1.723  -0.344
C: 4.509 -5.424 -1.893  -1.664
C: 5.702 -4.684 -1.223  -0.090
C: 5.707 -3.213 -1.651  -0.146
C: 7.024 -2.477 -1.348  -1.199
C: 7.135 -2.406 0.176  -0.556
O: 8.273 -1.675 0.621  -0.435
C: 8.215 -1.469 2.012  -0.210
C: 8.589 -2.702 2.832  -0.926
C: 1.022 -3.340 0.001  1.160
C: 0.250 -3.010 1.307  -1.455
C: -0.348 -1.582 1.281  -0.466
C: -1.560 -1.438 2.227  -1.657
C: -2.895 -1.521 1.542  1.065
F: -3.833 -1.616 2.520  -0.353
F: -3.000 -2.643 0.834  -0.241
C: -3.272 -0.261 0.708  0.683
F: -4.077 0.513 1.424  -0.319
F: -2.226 0.482 0.410  -0.297
F: -3.915 -0.577 -0.387  -0.290
O: 1.822 -2.220 -0.269  -0.352
C: 1.585 -1.492 -1.474  -0.837
S: -0.212 -3.795 -1.279  1.765
C: -1.054 -5.291 -0.738  -0.904
O: 0.357 -4.099 -2.560  -0.694
O: -1.230 -2.787 -1.400  -0.656
H: 4.980 -3.266 2.185  0.878
H: 3.864 -6.316 0.033  0.609
H: 3.595 -7.708 -2.357  0.547
H: 1.955 -7.126 -2.035  0.317
H: 3.353 -9.361 -0.896  0.411
H: 3.078 -8.255 0.421  0.389
H: 0.644 -8.153 -0.312  -0.009
H: 1.215 -9.763 0.253  0.306
H: 3.971 -4.694 -2.496  0.327
H: 4.914 -6.148 -2.592  0.482
H: 5.739 -4.833 -0.148  0.299
H: 6.619 -5.115 -1.630  0.318
H: 4.846 -2.659 -1.274  -0.323
H: 5.613 -3.202 -2.740  0.522
H: 7.861 -2.980 -1.825  0.277
H: 6.955 -1.452 -1.711  0.379
H: 7.200 -3.429 0.547  0.294
H: 6.242 -1.880 0.529  0.596
H: 7.220 -1.142 2.341  0.293
H: 8.893 -0.651 2.248  0.395
H: 9.582 -3.071 2.593  0.066
H: 8.479 -2.451 3.886  0.397
H: 7.885 -3.513 2.654  0.281
H: 0.960 -3.003 2.125  0.499
H: -0.585 -3.681 1.482  0.429
H: -0.555 -1.230 0.278  0.436
H: 0.422 -0.921 1.674  0.403
H: -1.472 -2.171 3.025  0.431
H: -1.479 -0.461 2.697  0.454
H: 0.598 -1.044 -1.531  0.363
H: 2.286 -0.659 -1.459  0.312
H: 1.821 -2.056 -2.370  0.369
H: -1.303 -5.283 0.315  0.221
H: -1.903 -5.421 -1.399  0.557
H: -0.361 -6.105 -0.939  0.045
C: -4.500 3.495 0.382  -1.034
C: -5.559 4.127 -0.496  0.033
O: -6.521 4.848 0.298  -0.325
C: -6.151 6.066 0.664  0.134
O: -5.113 6.593 0.398  -0.526
C: -7.279 6.738 1.458  1.172
F: -7.810 5.910 2.370  -0.275
F: -8.271 7.124 0.642  -0.265
F: -6.848 7.816 2.108  -0.253
H: -4.961 2.866 1.142  0.333
H: -3.821 2.888 -0.215  0.317
H: -3.917 4.256 0.902  0.331
H: -6.110 3.350 -1.023  0.367
H: -5.121 4.782 -1.248  0.015
C: -3.231 -6.829 6.232  -1.115
C: -2.543 -8.119 6.625  -0.207
O: -1.574 -8.511 5.633  -0.320
C: -0.392 -7.917 5.707  0.295
O: -0.062 -7.096 6.510  -0.513
C: 0.535 -8.474 4.618  0.983
F: -0.088 -8.565 3.432  -0.248
F: 0.964 -9.700 4.935  -0.278
F: 1.606 -7.699 4.448  -0.230
H: -3.671 -6.918 5.239  0.299
H: -4.017 -6.585 6.946  0.382
H: -2.523 -6.001 6.201  0.315
H: -3.266 -8.930 6.673  0.323
H: -2.072 -8.043 7.604  0.323
C: 12.672 -3.172 0.576  -0.673
C: 12.483 -3.524 -0.884  -0.231
O: 12.040 -4.886 -1.035  -0.343
C: 10.742 -5.091 -0.865  0.341
O: 9.929 -4.258 -0.598  -0.458
C: 10.409 -6.571 -1.104  0.897
F: 11.288 -7.379 -0.501  -0.261
F: 10.432 -6.851 -2.415  -0.271
F: 9.197 -6.873 -0.644  -0.227
H: 13.348 -3.881 1.055  0.321
H: 13.084 -2.168 0.674  0.379
H: 11.724 -3.210 1.113  -0.088
H: 13.432 -3.459 -1.412  0.329
H: 11.788 -2.843 -1.374  0.279
C: -4.134 7.152 -3.542  -1.192
C: -3.245 7.567 -4.695  0.261
O: -2.365 6.487 -5.072  -0.405
C: -2.885 5.561 -5.865  0.310
O: -4.002 5.539 -6.288  -0.521
C: -1.815 4.515 -6.209  0.919
F: -1.118 4.146 -5.127  -0.244
F: -0.946 5.008 -7.103  -0.253
F: -2.360 3.420 -6.732  -0.240
H: -3.534 6.789 -2.705  0.356
H: -4.739 7.990 -3.204  0.410
H: -4.802 6.340 -3.834  0.372
H: -2.610 8.380 -4.399  -0.006
H: -3.828 7.906 -5.549  0.304
C: -0.823 14.445 -3.086  -1.109
C: -0.893 13.856 -4.478  -0.218
O: -1.247 12.460 -4.434  -0.297
C: -2.538 12.191 -4.310  0.006
O: -3.423 12.988 -4.231  -0.514
C: -2.752 10.671 -4.325  1.217
F: -1.866 10.036 -3.543  -0.291
F: -2.619 10.181 -5.572  -0.266
F: -3.967 10.341 -3.897  -0.251
H: -0.142 13.866 -2.461  0.306
H: -0.476 15.476 -3.127  0.376
H: -1.800 14.428 -2.603  0.318
H: 0.084 13.901 -4.954  0.314
H: -1.590 14.402 -5.112  0.328
C: -11.085 7.890 4.317  -1.196
C: -11.111 7.500 2.855  0.092
O: -12.101 6.482 2.611  -0.334
C: -13.349 6.906 2.469  0.329
O: -13.720 8.040 2.527  -0.514
C: -14.270 5.714 2.170  0.913
F: -14.010 4.676 2.974  -0.246
F: -14.106 5.300 0.906  -0.251
F: -15.549 6.041 2.330  -0.241
H: -10.937 7.010 4.944  0.316
H: -10.280 8.599 4.507  0.369
H: -12.027 8.348 4.619  0.364
H: -10.156 7.068 2.569  0.009
H: -11.285 8.362 2.211  0.374

A cluster of 5 separate species, C46H66BF33IO8 in total, computed with ωB97M-V/def2-TZVPD.

As for the HOMO energy: -4.79 eV. For the gap between HOMO and LUMO, the calculation gives 6.15 eV. The total energy comes out at -163604.5493 eV. The net charge is -1. For the strongest force on any atom, the calculation gives 5.40 eV Å⁻¹.

Last column: Mulliken charge in e.
Geometry (Å):
C: 3.822 0.359 -3.833  -0.005
C: 4.019 1.502 -4.921  -0.626
C: 2.739 2.425 -5.164  -0.855
C: 1.339 1.711 -4.932  0.558
C: 0.937 0.655 -6.068  -0.832
C: -0.329 -0.167 -5.489  -0.139
C: 0.108 -1.551 -4.784  -0.780
C: -0.406 -1.693 -3.281  -0.405
C: 0.633 -1.212 -2.169  0.526
C: -0.195 -0.784 -0.872  -0.052
C: 0.485 0.349 0.017  -0.612
C: 0.876 1.682 -0.769  0.334
C: -0.182 2.879 -0.634  -0.248
C: -0.996 3.203 -1.964  0.679
B: -2.388 4.057 -1.711  -0.704
C: -2.173 5.673 -1.442  -0.045
C: -1.710 6.044 0.022  0.107
O: -0.993 7.073 0.160  -0.636
O: -3.393 4.075 -2.824  -0.645
C: -4.636 3.450 -2.459  0.421
C: -5.970 4.330 -2.455  -0.905
C: -6.847 3.999 -3.747  -0.817
C: -7.914 2.820 -3.575  -0.815
C: -7.782 1.970 -2.235  0.966
C: -8.656 0.630 -2.243  -0.576
O: -9.818 0.797 -1.383  -0.360
C: -10.409 -0.531 -1.265  -0.345
C: -4.266 2.534 -1.172  -0.461
I: -3.854 0.578 -2.130  -0.161
C: -5.189 2.546 0.122  1.195
C: -4.352 1.783 1.276  -0.738
F: -5.363 3.886 0.628  -0.434
O: -3.124 3.262 -0.694  0.564
H: 3.160 -0.469 -4.266  -0.112
H: 4.828 -0.035 -3.481  0.247
H: 3.274 0.778 -2.918  -0.013
H: 4.400 1.121 -5.924  0.280
H: 4.849 2.186 -4.523  0.323
H: 2.788 2.947 -6.181  0.307
H: 2.807 3.275 -4.397  0.319
H: 0.525 2.513 -4.938  0.341
H: 1.245 1.176 -3.940  -0.601
H: 1.792 -0.031 -6.363  0.286
H: 0.624 1.217 -7.015  0.357
H: -0.764 0.479 -4.647  -0.186
H: -1.161 -0.292 -6.244  0.472
H: 1.217 -1.765 -4.859  0.275
H: -0.412 -2.374 -5.391  0.384
H: -1.419 -1.190 -3.166  -0.098
H: -0.588 -2.809 -3.102  0.367
H: 1.392 -0.454 -2.522  -0.668
H: 1.235 -2.143 -1.873  0.339
H: -1.256 -0.486 -1.141  -0.337
H: -0.272 -1.723 -0.216  0.345
H: 1.391 -0.016 0.598  0.409
H: -0.294 0.650 0.803  -0.018
H: 1.864 2.045 -0.314  0.420
H: 1.065 1.532 -1.877  -0.461
H: 0.432 3.818 -0.394  0.250
H: -0.818 2.674 0.281  -0.305
H: -1.205 2.302 -2.626  -0.796
H: -0.319 3.896 -2.590  0.061
H: -1.433 6.040 -2.233  0.138
H: -3.185 6.189 -1.599  0.047
H: -2.017 5.467 0.958  0.258
H: -4.784 2.734 -3.325  0.344
H: -5.630 5.418 -2.578  0.411
H: -6.561 4.300 -1.492  0.355
H: -6.206 3.834 -4.670  0.350
H: -7.454 4.948 -3.966  0.382
H: -8.988 3.208 -3.622  0.261
H: -7.801 2.079 -4.442  0.276
H: -6.703 1.655 -2.103  -0.685
H: -8.053 2.661 -1.369  0.304
H: -8.039 -0.223 -1.789  0.264
H: -8.977 0.389 -3.303  0.308
H: -9.828 -1.172 -0.525  -0.029
H: -11.508 -0.450 -1.002  0.255
H: -10.333 -1.051 -2.276  0.288
H: -6.162 1.983 0.022  -0.175
H: -3.906 2.547 1.994  0.084
H: -3.506 1.157 0.864  0.048
H: -5.079 1.170 1.897  0.201
C: -5.104 2.495 5.798  -0.831
C: -5.339 1.625 7.055  0.901
C: -4.416 1.883 8.250  0.054
F: -3.121 1.665 7.973  -0.210
F: -4.732 1.044 9.272  -0.285
F: -5.316 0.321 6.694  -0.251
F: -6.617 1.876 7.470  -0.344
O: -4.323 1.935 4.732  -0.182
C: -2.918 2.023 4.814  0.739
C: -2.244 0.651 4.945  0.326
F: -2.688 -0.029 6.023  -0.262
F: -0.905 0.790 5.094  -0.286
F: -2.578 2.877 5.796  -0.288
F: -2.515 2.601 3.665  -0.307
H: -6.090 2.634 5.348  0.433
H: -4.771 3.504 6.052  0.325
H: -4.526 2.907 8.616  0.288
H: -2.435 0.040 4.060  0.177
C: -7.000 -4.788 3.309  -0.728
C: -8.242 -5.392 2.616  0.888
C: -8.042 -5.928 1.194  0.097
F: -7.643 -4.985 0.327  -0.185
F: -9.214 -6.416 0.711  -0.281
F: -9.249 -4.489 2.658  -0.266
F: -8.649 -6.443 3.389  -0.333
O: -6.845 -3.361 3.284  -0.364
C: -6.253 -2.773 2.147  0.578
C: -7.224 -1.875 1.371  0.353
F: -8.326 -2.547 0.976  -0.247
F: -6.636 -1.393 0.254  -0.196
F: -5.693 -3.729 1.385  -0.298
F: -5.231 -2.021 2.607  -0.219
H: -7.116 -5.015 4.372  0.411
H: -6.077 -5.297 3.018  0.327
H: -7.313 -6.742 1.181  0.252
H: -7.548 -1.032 1.986  0.198
C: 8.931 -3.108 0.112  -0.650
C: 9.714 -2.038 -0.683  0.829
C: 9.100 -0.634 -0.715  0.110
F: 7.884 -0.604 -1.280  -0.203
F: 9.882 0.198 -1.449  -0.277
F: 9.945 -2.500 -1.932  -0.283
F: 10.943 -1.930 -0.089  -0.403
O: 8.074 -3.995 -0.623  -0.428
C: 6.771 -3.556 -0.936  0.737
C: 6.548 -3.388 -2.444  0.205
F: 7.427 -2.524 -2.990  -0.216
F: 5.312 -2.897 -2.689  -0.202
F: 6.488 -2.447 -0.232  -0.269
F: 5.936 -4.511 -0.472  -0.299
H: 9.689 -3.775 0.534  0.365
H: 8.421 -2.686 0.981  0.394
H: 9.025 -0.216 0.293  0.274
H: 6.653 -4.344 -2.961  0.206
C: 13.264 -4.133 4.392  -0.723
C: 14.792 -4.135 4.154  0.881
C: 15.600 -3.052 4.876  0.102
F: 15.244 -1.806 4.525  -0.210
F: 16.917 -3.171 4.567  -0.276
F: 15.026 -4.111 2.822  -0.262
F: 15.253 -5.343 4.593  -0.329
O: 12.433 -3.500 3.406  -0.355
C: 12.249 -2.104 3.482  0.755
C: 12.850 -1.361 2.283  0.595
F: 14.169 -1.607 2.148  -0.243
F: 12.717 -0.021 2.431  -0.270
F: 12.702 -1.655 4.666  -0.291
F: 10.911 -1.904 3.497  -0.284
H: 12.958 -5.181 4.350  0.404
H: 13.005 -3.809 5.402  0.315
H: 15.503 -3.149 5.961  0.279
H: 12.358 -1.658 1.357  0.013

A structure of composition C46H66ClN3O5P2SiSr, computed with ωB97M-V/def2-TZVPD.

As for the HOMO energy: -1.59 eV. For the gap between HOMO and LUMO, the calculation gives 5.69 eV. The total energy comes out at -103301.2062 eV. The net charge is -2. For the strongest force on any atom, the calculation gives 0.68 eV Å⁻¹. The calculation puts the energy relative to the best compared isomer or geometry (same formula, charge and spin) at 0.000 eV.

Last column: Mulliken charge in e.
Geometry (Å):
Sr: 0.707 0.069 -1.052  0.956
C: 0.154 -2.187 2.376  -1.160
Si: -1.010 -1.068 1.301  0.547
C: -1.917 -0.196 2.776  0.043
C: -2.830 -0.943 3.534  -0.455
C: -3.493 -0.424 4.631  -0.863
C: -3.260 0.888 5.013  -1.042
C: -2.355 1.648 4.292  -0.841
C: -1.666 1.134 3.185  0.891
P: -0.461 2.171 2.228  0.732
C: -1.462 3.649 1.661  0.132
C: -2.014 3.302 0.278  0.588
C: -2.674 4.490 -0.410  -1.084
C: -3.771 5.093 0.460  -0.181
C: -3.219 5.464 1.834  -1.190
C: -2.582 4.249 2.514  -0.028
C: 0.805 2.892 3.400  0.490
C: 0.490 3.347 4.836  -1.542
C: 0.555 2.240 5.895  -0.278
C: 1.850 1.441 5.812  -1.219
C: 2.017 0.879 4.406  0.396
C: 2.065 2.016 3.395  -0.917
C: -2.393 -2.363 0.845  0.517
C: -2.254 -3.735 1.100  -0.113
C: -3.227 -4.659 0.747  -0.819
C: -4.398 -4.236 0.134  -0.978
C: -4.563 -2.886 -0.139  -0.586
C: -3.576 -1.958 0.190  0.012
P: -3.725 -0.172 -0.240  1.117
C: -5.499 0.157 0.202  -0.144
C: -5.936 1.529 -0.321  0.544
C: -7.332 1.912 0.164  -1.208
C: -7.421 1.863 1.686  -0.612
C: -7.025 0.484 2.203  -1.292
C: -5.627 0.103 1.727  -0.162
C: -3.670 -0.225 -2.093  0.750
C: -3.321 1.141 -2.703  0.120
C: -2.801 0.967 -4.140  -0.969
C: -3.470 -0.223 -4.843  -0.744
C: -4.888 -0.426 -4.319  -0.905
C: -4.859 -0.853 -2.842  -0.631
H: -0.377 -2.711 3.181  0.491
H: 0.908 -1.548 2.845  -0.035
H: 0.700 -2.927 1.784  0.347
H: -3.031 -1.968 3.242  0.325
H: -4.196 -1.039 5.185  0.387
H: -3.771 1.314 5.869  0.353
H: -2.168 2.663 4.606  0.275
H: -0.675 4.397 1.514  0.668
H: -2.729 2.476 0.371  -0.710
H: -1.202 2.926 -0.349  -0.231
H: -3.075 4.182 -1.383  0.316
H: -1.911 5.250 -0.610  0.488
H: -4.573 4.355 0.591  -0.238
H: -4.221 5.963 -0.028  0.465
H: -4.011 5.877 2.467  0.501
H: -2.462 6.249 1.720  0.372
H: -3.360 3.494 2.671  0.000
H: -2.218 4.534 3.501  -0.008
H: 1.068 3.775 2.813  0.464
H: -0.478 3.850 4.887  0.221
H: 1.232 4.112 5.101  0.474
H: -0.276 1.548 5.761  0.080
H: 0.437 2.682 6.891  0.429
H: 1.847 0.640 6.558  0.458
H: 2.704 2.091 6.043  0.419
H: 1.169 0.222 4.183  -0.440
H: 2.917 0.265 4.319  0.400
H: 2.235 1.623 2.390  -0.020
H: 2.926 2.657 3.624  0.643
H: -1.360 -4.091 1.601  0.318
H: -3.075 -5.712 0.960  0.371
H: -5.171 -4.947 -0.138  0.390
H: -5.475 -2.553 -0.624  0.231
H: -6.172 -0.596 -0.230  0.891
H: -5.904 1.544 -1.412  0.066
H: -5.215 2.284 0.016  -0.759
H: -8.063 1.212 -0.260  0.376
H: -7.599 2.906 -0.207  0.402
H: -8.428 2.132 2.022  0.411
H: -6.738 2.610 2.107  0.206
H: -7.750 -0.257 1.841  0.367
H: -7.067 0.458 3.296  0.451
H: -5.357 -0.893 2.087  0.445
H: -4.893 0.787 2.170  -0.448
H: -2.791 -0.860 -2.263  0.039
H: -2.574 1.660 -2.097  -0.619
H: -4.202 1.791 -2.698  0.122
H: -1.724 0.798 -4.121  0.166
H: -2.974 1.891 -4.701  0.550
H: -2.875 -1.120 -4.649  0.217
H: -3.469 -0.070 -5.926  0.503
H: -5.425 -1.174 -4.910  0.524
H: -5.451 0.509 -4.429  0.273
H: -4.776 -1.941 -2.782  0.367
H: -5.811 -0.588 -2.370  0.004
O: 2.911 0.497 -1.564  -0.295
C: 4.113 0.068 -1.737  -0.364
C: 5.179 0.954 -2.032  -0.772
C: 6.467 0.500 -2.205  -0.326
C: 6.774 -0.857 -2.096  -0.851
C: 5.749 -1.743 -1.816  -0.646
C: 4.430 -1.319 -1.650  0.569
C: 3.374 -2.312 -1.421  -0.091
N: 2.205 -2.166 -0.819  0.702
C: 1.579 -3.391 -0.873  -0.187
C: 2.371 -4.291 -1.506  -1.057
N: 3.511 -3.596 -1.848  0.006
H: 4.940 2.008 -2.094  0.434
H: 7.255 1.216 -2.415  0.372
H: 7.792 -1.209 -2.204  0.353
H: 5.987 -2.795 -1.686  0.373
H: 0.581 -3.528 -0.492  0.103
H: 2.218 -5.321 -1.773  0.422
H: 4.273 -3.927 -2.409  0.228
O: 3.735 -0.927 1.639  -0.673
H: 3.880 -0.153 1.081  0.305
H: 2.995 -1.378 1.209  0.276
O: 0.995 2.566 -1.982  -0.656
H: 1.893 2.218 -2.112  0.237
H: 1.121 3.097 -1.136  0.556
Cl: -0.321 -1.503 -3.188  -0.737
O: 2.888 5.114 1.168  -0.452
N: 2.574 4.476 0.163  -0.015
O: 1.469 3.856 0.244  -0.443

- Number 3 is which compound?
  C46H66ClN3O5P2SiSr